Entry 1:
Entry from the Open Molecules 2025 dataset: 2 unconnected molecules or ions with the total composition C5H12S2Si (ωB97M-V/def2-TZVPD).

The calculation puts the LUMO energy (alpha / beta) at -2.3 / -2.3 eV. As for the HOMO energy (alpha / beta): -7.19 / -7.20 eV. The value obtained for the total energy is -34922.7711 eV. The strongest force on any atom is 3.8 eV/Å. As for the gap between HOMO and LUMO (alpha / beta): 4.887 / 4.890 eV.

The geometry in XYZ format:
```
20
C5H12S2Si ωB97M-V/def2-TZVPD
C 1.342 -0.675 -0.322
C -1.680 -1.507 -0.179
C -0.391 -0.065 2.220
C -0.989 1.535 -0.576
C 1.794 -0.804 -1.775
Si -0.432 -0.111 0.325
S 2.465 2.066 0.104
S 1.714 -2.295 -0.481
H -1.561 -2.015 -1.185
H -1.562 -2.302 0.562
H -2.716 -1.198 -0.144
H -0.155 -0.906 2.792
H 0.205 0.625 2.728
H -1.377 0.140 2.563
H -0.447 2.433 -0.360
H -1.078 1.311 -1.599
H -2.045 1.617 -0.254
H 1.054 -0.711 -2.485
H 2.572 -0.446 -2.392
H 3.289 3.307 0.458
```



Entry 2:
Entry from the Open Molecules 2025 dataset: a single C25H25ClN4O3S molecule (ωB97M-V/def2-TZVPD).

The calculation puts the LUMO energy at 0.3 eV. As for the HOMO energy: -8.38 eV. The value obtained for the total energy is -61790.8547 eV. The strongest force on any atom is 1.2 eV/Å. As for the gap between HOMO and LUMO: 8.714 eV.

The geometry in XYZ format:
```
59
C25H25ClN4O3S ωB97M-V/def2-TZVPD
O -1.084 -0.134 4.656
C -0.909 -0.374 3.477
N 0.347 -0.623 3.017
N 0.635 -0.986 1.749
C 1.820 -1.242 1.372
C 2.008 -1.675 -0.044
H 2.346 -2.714 -0.028
H 1.054 -1.632 -0.564
C 3.068 -0.813 -0.774
N 4.028 -0.175 0.104
C 4.297 -0.968 1.275
H 5.111 -0.503 1.836
C 3.075 -1.171 2.197
H 3.194 -2.102 2.761
H 3.006 -0.352 2.916
H 4.650 -1.942 0.920
C 3.897 1.261 0.292
C 2.642 1.775 0.963
C 2.629 2.065 2.323
C 1.478 2.524 2.940
C 0.325 2.721 2.199
C 0.333 2.469 0.837
C 1.483 1.996 0.228
H 1.479 1.814 -0.836
H -0.552 2.648 0.244
H -0.573 3.078 2.681
H 1.482 2.736 3.999
H 3.536 1.946 2.903
H 4.770 1.578 0.871
H 3.974 1.711 -0.703
H 2.572 -0.051 -1.373
H 3.625 -1.461 -1.464
H 1.080 -0.564 3.724
C -2.030 -0.430 2.496
C -1.896 -0.008 1.178
C -2.995 -0.049 0.348
C -4.227 -0.500 0.780
C -4.363 -0.911 2.098
C -3.274 -0.865 2.950
H -3.368 -1.163 3.984
H -5.319 -1.258 2.459
H -5.051 -0.515 0.085
S -2.797 0.558 -1.319
O -3.961 0.235 -2.089
O -2.351 1.916 -1.289
N -1.525 -0.428 -1.826
C -0.446 -0.141 -2.646
C -0.015 1.162 -2.884
C 1.093 1.405 -3.676
C 1.800 0.360 -4.247
C 1.385 -0.943 -4.027
C 0.276 -1.184 -3.239
Cl -0.234 -2.827 -2.979
H 1.914 -1.773 -4.467
H 2.664 0.551 -4.862
H 1.405 2.424 -3.847
H -0.571 1.976 -2.450
H -1.818 -1.395 -1.875
H -0.957 0.357 0.800
```



Entry 3:
Entry from the Open Molecules 2025 dataset: 2 unconnected molecules or ions with the total composition C3H10NOS (ωB97M-V/def2-TZVPD).

The calculation puts the LUMO energy at 3.3 eV. As for the HOMO energy: -2.74 eV. The charge is -1. The value obtained for the total energy is -17644.3765 eV. The strongest force on any atom is 3.2 eV/Å. As for the gap between HOMO and LUMO: 6.079 eV.

The geometry in XYZ format:
```
16
C3H10NOS ωB97M-V/def2-TZVPD
C 1.403 0.185 0.970
S 2.491 -1.045 0.306
C 1.381 -1.165 -1.256
H 1.053 1.025 0.261
H 2.085 0.804 1.533
H 0.478 -0.165 1.670
H 0.428 -1.023 -0.835
H 1.783 -0.307 -1.828
H 1.410 -2.176 -1.700
N -3.074 1.539 -0.999
C -2.869 0.733 0.246
O -1.502 0.462 0.454
H -3.847 2.109 -0.690
H -2.261 2.219 -0.932
H -3.237 1.291 1.099
H -3.699 -0.039 0.122
```